(1)
A cluster of 2 separate species, C2H3FO2P in total, computed with ωB97M-V/def2-TZVPD.

XYZ file:
```
9
Properties=species:S:1:pos:R:3:nbo_charge:R:1
P -0.87 -0.86 0.75 2.254
F 2.56 -1.20 0.80 -0.962
O -1.63 -1.43 -0.32 -1.057
O -1.26 -0.93 2.15 -1.032
C 0.12 0.66 0.19 -0.494
C 0.19 0.79 -1.11 -0.328
H 0.45 1.37 0.89 0.222
H -0.30 0.08 -1.65 0.202
H 0.74 1.53 -1.70 0.194
```

HOMO energy (eV): -4.0
E (a.u.): -669.73611
LUMO (eV): 3.2
Relative energy (zero: lowest compared OMol25 entry of this formula, charge and spin) (eV): 3.2622
Charge: -1
Frontier orbital gap (eV): 7.25

---

(2)
A cluster of 2 separate species, C2H3FO2S in total, computed with ωB97M-V/def2-TZVPD.

XYZ file:
```
9
Properties=species:S:1:pos:R:3:nbo_charge:R:1
S 0.16 1.90 0.34 1.196
F 1.30 -1.66 0.72 -0.337
O 0.75 0.82 -0.49 -0.932
O -0.09 -2.21 -0.78 -0.532
C -1.39 1.64 0.51 -0.729
C 1.00 -1.89 -0.53 0.749
H -1.85 0.74 0.33 0.247
H 1.91 -1.84 -1.07 0.117
H -1.79 2.50 0.96 0.222
```

HOMO energy (eV): -10.1
E (a.u.): -726.47587
LUMO (eV): -0.3
Relative energy (zero: lowest compared OMol25 entry of this formula, charge and spin) (eV): 1.5297
Frontier orbital gap (eV): 9.77

---

(3)
A cluster of 2 separate species, C2H3FS in total, computed with ωB97M-V/def2-TZVPD.

XYZ file:
```
7
Properties=species:S:1:pos:R:3:nbo_charge:R:1
S 1.74 -1.01 -0.10 0.201
F 1.48 1.73 0.15 -0.357
C 1.05 0.52 -0.35 0.042
C 0.19 -0.34 0.61 -0.501
H -0.61 -0.83 0.17 0.220
H 0.08 0.01 1.56 0.226
H 0.83 0.89 -1.75 0.169
```

HOMO energy (eV): -9.6
E (a.u.): -575.96031
LUMO (eV): 0.7
Relative energy (zero: lowest compared OMol25 entry of this formula, charge and spin) (eV): 1.8414
Frontier orbital gap (eV): 10.24

---

(4)
An isolated molecule of C2H3FS2, computed with ωB97M-V/def2-TZVPD.

XYZ file:
```
8
Properties=species:S:1:pos:R:3:nbo_charge:R:1
S 1.23 -0.77 -0.57 0.120
S -1.70 -0.86 0.17 0.005
F 1.16 1.86 0.32 -0.355
C -0.27 -0.05 0.02 -0.303
C -0.14 1.37 0.50 -0.035
H -0.87 1.98 -0.04 0.210
H -0.34 1.38 1.57 0.208
H 0.72 -1.95 -1.02 0.150
```

HOMO energy (eV): -9.1
E (a.u.): -974.21921
LUMO (eV): -0.5
Relative energy (zero: lowest compared OMol25 entry of this formula, charge and spin) (eV): 0.0000
Frontier orbital gap (eV): 8.55

---

(5)
A cluster of 2 separate species, C2H3FSi in total, computed with ωB97M-V/def2-TZVPD.

XYZ file:
```
7
Properties=species:S:1:pos:R:3:nbo_charge:R:1
Si -0.80 0.74 0.32 0.551
F 4.58 0.73 -0.09 -0.254
C 3.55 -0.01 -0.03 0.422
C 2.59 -0.74 0.07 -0.433
H -1.80 1.97 0.46 -0.270
H 0.49 1.32 -0.15 -0.280
H 1.78 -1.41 -0.30 0.264
```

HOMO energy (eV): -8.6
E (a.u.): -467.14420
LUMO (eV): -1.1
Relative energy (zero: lowest compared OMol25 entry of this formula, charge and spin) (eV): 5.4732
Frontier orbital gap (eV): 7.44

---

(6)
A structure of composition C2H3HoO2, computed with ωB97M-V/def2-TZVPD.

XYZ file:
```
8
Properties=species:S:1:pos:R:3:mulliken_spin:R:1
Ho -1.47 0.02 0.87 4.152
O 0.15 -0.96 1.68 -0.067
O 1.03 0.21 -1.94 0.020
C 1.84 1.43 -1.73 0.068
C 0.16 -0.17 -1.16 0.835
H 1.60 1.83 -0.74 0.003
H 1.59 2.11 -2.54 -0.007
H 2.88 1.10 -1.79 -0.004
```

HOMO energy (spin up / spin down) (eV): -12.5 / -13.1
E (a.u.): -1176.05301
LUMO (spin up / spin down) (eV): -5.8 / -5.8
Relative energy (zero: lowest compared OMol25 entry of this formula, charge and spin) (eV): 2.0645
Charge: +1
Frontier orbital gap (spin up / spin down) (eV): 6.72 / 7.28
Multiplicity: 6

---

(7)
A cluster of 2 separate species, C2H3I2NO in total, computed with ωB97M-V/def2-TZVPD.

XYZ file:
```
9
Properties=species:S:1:pos:R:3:nbo_charge:R:1
I -3.11 -0.40 0.27 -0.062
I 1.23 -2.56 0.21 0.223
O 0.23 1.27 -1.35 -0.548
N 0.64 0.91 0.85 -0.797
C 0.29 -0.91 -0.66 -0.382
C 0.37 0.59 -0.41 0.582
H 0.25 1.79 1.06 0.388
H 0.36 0.38 1.59 0.389
H -0.27 -1.06 -1.57 0.207
```

HOMO energy (spin up / spin down) (eV): -10.1 / -8.8
E (a.u.): -803.31080
LUMO (spin up / spin down) (eV): -1.3 / -3.2
Relative energy (zero: lowest compared OMol25 entry of this formula, charge and spin) (eV): 2.1725
Frontier orbital gap (spin up / spin down) (eV): 8.81 / 5.60

---

(8)
A cluster of 2 separate species, C2H3I2NO in total, computed with ωB97M-V/def2-TZVPD.

XYZ file:
```
9
Properties=species:S:1:pos:R:3:nbo_charge:R:1
I 0.52 -2.36 -0.12 0.153
I -2.77 -0.37 -0.22 0.279
O -0.41 1.84 -1.69 -0.501
N -0.94 -0.02 0.71 -0.809
C 0.23 -0.35 0.08 -0.314
C 0.07 0.77 -1.80 0.417
H -0.11 0.07 -2.74 0.136
H -1.00 0.94 1.15 0.409
H 1.07 0.04 0.74 0.231
```

HOMO energy (spin up / spin down) (eV): -8.0 / -8.0
E (a.u.): -803.25980
LUMO (spin up / spin down) (eV): -0.5 / -0.5
Relative energy (zero: lowest compared OMol25 entry of this formula, charge and spin) (eV): 3.5603
Frontier orbital gap (spin up / spin down) (eV): 7.50 / 7.50

---

(9)
A structure of composition C2H3I3O2, computed with ωB97M-V/def2-TZVPD.

XYZ file:
```
10
Properties=species:S:1:pos:R:3:nbo_charge:R:1
I -0.16 2.72 -0.48 0.306
I 1.83 1.39 2.12 0.251
I 0.50 -2.02 0.98 0.103
O -1.21 0.67 1.72 -0.774
O 1.33 -0.06 -1.02 -0.732
C 0.28 -0.16 -0.12 -0.174
C 0.32 1.06 0.65 -0.173
H 1.26 -0.74 -1.83 0.502
H -0.79 -0.11 -0.65 0.246
H -0.99 0.97 2.52 0.444
```

HOMO energy (eV): -9.4
E (a.u.): -1121.45401
LUMO (eV): -0.4
Relative energy (zero: lowest compared OMol25 entry of this formula, charge and spin) (eV): 2.6005
Frontier orbital gap (eV): 9.00

---

(10)
A structure of composition C2H3IN2O, computed with ωB97M-V/def2-TZVPD.

XYZ file:
```
9
Properties=species:S:1:pos:R:3:nbo_charge:R:1
I 3.36 0.33 0.11 -0.101
O -1.69 0.75 0.52 -0.392
N 0.05 -0.13 -0.62 -0.277
N -0.65 -1.13 -0.08 -0.289
C -0.58 0.94 -0.22 0.278
C -1.65 -0.61 0.55 0.269
H 3.78 -0.86 -0.87 0.104
H -2.44 -1.22 1.01 0.209
H -0.20 1.92 -0.40 0.199
```

HOMO energy (eV): -9.5
E (a.u.): -560.40235
LUMO (eV): 0.7
Relative energy (zero: lowest compared OMol25 entry of this formula, charge and spin) (eV): 1.3109
Frontier orbital gap (eV): 10.17

---

(11)
An isolated molecule of C2H3IN2O, computed with ωB97M-V/def2-TZVPD.

XYZ file:
```
9
Properties=species:S:1:pos:R:3:nbo_charge:R:1
I 3.43 0.05 0.00 0.101
O -0.92 0.67 0.16 -0.553
N -1.12 -0.99 0.16 -0.031
N -0.21 -1.63 -0.10 0.021
C 1.29 0.11 -0.50 -0.395
C 0.40 0.94 0.21 0.066
H 0.99 -0.30 -1.49 0.216
H 0.79 1.49 1.09 0.171
H -2.05 -1.00 0.35 0.403
```

HOMO energy (eV): -8.5
E (a.u.): -560.28799
LUMO (eV): 0.2
Relative energy (zero: lowest compared OMol25 entry of this formula, charge and spin) (eV): 4.4230
Frontier orbital gap (eV): 8.75

---

(12)
A structure of composition C2H3IN2O, computed with ωB97M-V/def2-TZVPD.

XYZ file:
```
9
Properties=species:S:1:pos:R:3:nbo_charge:R:1
I -1.40 -2.77 -0.88 0.103
O -0.67 -1.36 2.02 -0.409
N 0.74 -1.63 2.32 0.183
N 1.06 -1.90 1.15 -0.225
C 0.00 -0.17 0.12 -0.672
C -0.20 -1.52 0.64 0.312
H 0.37 0.44 0.98 0.240
H -0.73 0.34 -0.39 0.237
H 0.85 -0.33 -0.66 0.232
```

HOMO energy (eV): -10.3
E (a.u.): -560.31314
LUMO (eV): -1.1
Relative energy (zero: lowest compared OMol25 entry of this formula, charge and spin) (eV): 3.7384
Frontier orbital gap (eV): 9.21

---

(13)
A structure of composition C2H3IN2O, computed with ωB97M-V/def2-TZVPD.

XYZ file:
```
9
Properties=species:S:1:pos:R:3:nbo_charge:R:1
I 2.79 0.56 -0.14 0.348
O 0.81 -1.93 -0.07 -0.569
N -0.30 1.88 -0.15 -0.591
N -1.20 -0.88 0.19 -0.776
C 0.13 -0.93 0.02 0.490
C 0.77 0.39 -0.04 -0.057
H -1.66 0.02 0.17 0.428
H -1.72 -1.74 0.23 0.411
H 0.39 2.63 -0.21 0.318
```

HOMO energy (spin up / spin down) (eV): -9.3 / -9.2
E (a.u.): -560.30639
LUMO (spin up / spin down) (eV): -2.0 / -1.9
Relative energy (zero: lowest compared OMol25 entry of this formula, charge and spin) (eV): 3.9222
Frontier orbital gap (spin up / spin down) (eV): 7.32 / 7.25

---

(14)
An isolated molecule of C2H3IN2O, computed with ωB97M-V/def2-TZVPD.

XYZ file:
```
9
Properties=species:S:1:pos:R:3:nbo_charge:R:1
I -1.99 -0.36 0.24 0.377
O 2.25 -0.50 0.32 -0.539
N 0.52 1.13 0.28 -0.367
N -0.58 1.83 0.06 -0.427
C 1.42 0.32 0.22 0.809
C -0.41 -1.35 -0.57 -0.615
H -0.89 2.28 1.00 0.340
H -0.45 -1.37 -1.65 0.208
H 0.13 -1.98 0.10 0.214
```

HOMO energy (spin up / spin down) (eV): -8.4 / -8.7
E (a.u.): -560.26761
LUMO (spin up / spin down) (eV): -1.0 / -0.7
Relative energy (zero: lowest compared OMol25 entry of this formula, charge and spin) (eV): 4.9774
Frontier orbital gap (spin up / spin down) (eV): 7.48 / 8.00

---

(15)
A cluster of 2 separate species, C2H3IO in total, computed with ωB97M-V/def2-TZVPD.

XYZ file:
```
7
Properties=species:S:1:pos:R:3:nbo_charge:R:1
I 3.79 -0.02 -0.02 -0.106
O 1.02 1.01 0.29 -0.425
C -0.14 0.94 -0.31 0.100
C 0.34 -0.26 0.31 -0.158
H -0.02 -0.57 1.28 0.198
H -0.51 1.37 -1.21 0.193
H 0.83 -1.03 -0.28 0.199
```

HOMO energy (spin up / spin down) (eV): -9.7 / -8.1
E (a.u.): -450.78557
LUMO (spin up / spin down) (eV): 0.3 / -2.6
Relative energy (zero: lowest compared OMol25 entry of this formula, charge and spin) (eV): 3.8967
Frontier orbital gap (spin up / spin down) (eV): 9.98 / 5.44

---

(16)
A structure of composition C2H3IO, computed with ωB97M-V/def2-TZVPD.

XYZ file:
```
7
Properties=species:S:1:pos:R:3:nbo_charge:R:1
I -2.50 -0.55 0.09 0.345
O -0.65 1.96 -0.61 -0.606
C 0.67 -0.36 0.15 -0.772
C -0.64 0.26 -0.02 0.233
H 1.11 -0.54 -0.90 0.290
H 0.62 -1.16 0.74 0.228
H 1.39 0.38 0.56 0.282
```

HOMO energy (spin up / spin down) (eV): -9.4 / -9.4
E (a.u.): -450.73733
LUMO (spin up / spin down) (eV): -1.4 / -1.4
Relative energy (zero: lowest compared OMol25 entry of this formula, charge and spin) (eV): 5.2093
Frontier orbital gap (spin up / spin down) (eV): 8.00 / 8.01

---

(17)
A cluster of 2 separate species, C2H3IO2 in total, computed with ωB97M-V/def2-TZVPD.

XYZ file:
```
8
Properties=species:S:1:pos:R:3:nbo_charge:R:1
I -1.92 0.99 -0.15 0.013
O 0.02 1.95 1.87 -0.463
O 0.99 0.11 -1.42 -0.488
C 0.91 -1.09 -1.39 0.279
C -0.77 1.09 1.64 0.302
H -1.10 0.25 2.21 0.150
H 0.17 -1.67 -1.85 0.109
H 1.69 -1.63 -0.91 0.099
```

HOMO energy (eV): -9.8
E (a.u.): -526.12071
LUMO (eV): 0.4
Relative energy (zero: lowest compared OMol25 entry of this formula, charge and spin) (eV): 2.1281
Frontier orbital gap (eV): 10.16

---

(18)
A cluster of 2 separate species, C2H3IO2 in total, computed with ωB97M-V/def2-TZVPD.

XYZ file:
```
8
Properties=species:S:1:pos:R:3:nbo_charge:R:1
I -2.97 0.29 -0.18 0.501
O -0.87 -1.54 0.36 -0.340
O -1.44 1.38 -0.22 -1.080
C 1.16 0.02 0.06 -0.806
C 0.20 -1.05 0.23 0.791
H 1.63 0.56 0.87 0.309
H 0.49 0.72 -0.40 0.359
H 1.79 -0.39 -0.73 0.266
```

HOMO energy (spin up / spin down) (eV): -6.9 / -7.7
E (a.u.): -525.99407
LUMO (spin up / spin down) (eV): -1.9 / -0.8
Relative energy (zero: lowest compared OMol25 entry of this formula, charge and spin) (eV): 5.5743
Frontier orbital gap (spin up / spin down) (eV): 5.00 / 6.96

---

(19)
An isolated molecule of C2H3IO3S, computed with ωB97M-V/def2-TZVPD.

XYZ file:
```
10
Properties=species:S:1:pos:R:3:nbo_charge:R:1
I -2.24 -1.54 0.00 0.040
S 0.24 1.87 0.25 1.732
O -0.62 2.92 -0.23 -0.848
O 0.61 0.78 -0.97 -0.714
O -0.57 0.62 1.11 -0.718
C 0.69 -0.57 -0.57 -0.133
C -0.33 -0.67 0.63 -0.025
H 0.06 -1.53 1.36 0.233
H 1.82 -0.63 -0.22 0.200
H 0.34 -1.24 -1.37 0.234
```

HOMO energy (eV): -9.8
E (a.u.): -999.54632
LUMO (eV): 0.1
Relative energy (zero: lowest compared OMol25 entry of this formula, charge and spin) (eV): 0.2390
Frontier orbital gap (eV): 9.85

---

(20)
An isolated molecule of C2H3ISi, computed with ωB97M-V/def2-TZVPD.

XYZ file:
```
7
Properties=species:S:1:pos:R:3:nbo_charge:R:1
I 1.57 3.16 -4.10 0.317
Si 0.10 0.19 -0.12 0.838
C 0.53 1.10 -1.75 -0.463
C 1.04 1.86 -2.63 -0.266
H -1.20 0.58 0.23 -0.167
H 0.84 0.77 1.13 -0.138
H 0.31 -1.38 -0.06 -0.121
```

HOMO energy (eV): -9.5
E (a.u.): -665.08269
LUMO (eV): 0.2
Relative energy (zero: lowest compared OMol25 entry of this formula, charge and spin) (eV): 0.1824
Frontier orbital gap (eV): 9.71